A 2-piece molecular cluster, C11H20N5 overall. Source: the OMol25 dataset; level of theory: ωB97M-V/def2-TZVPD.

```
! RIJCOSX wB97M-V def2-TZVPD def2/J DEFGRID3
* xyz 1 1
C 3.2946 0.3728 1.0704
C 2.0231 0.0846 1.3546
C -2.2349 2.3056 0.5234
C 3.7194 0.0330 -0.3562
C -1.2510 3.2265 0.1374
C 2.2297 -0.0762 -0.9438
C -0.2661 2.2874 -0.5907
C -1.4305 -2.4160 -1.0629
C -1.9378 -2.7414 0.3844
C -0.5744 -1.0865 1.2941
C 0.1584 -0.8519 0.0183
N -1.9251 1.0740 -0.0115
N -0.2243 -1.6216 -1.0140
N 1.3705 -0.3385 0.1794
N -0.8551 0.9683 -0.7143
N -1.9389 -1.3651 0.9962
H 4.1490 0.7643 1.7017
H 1.5494 0.2463 2.2642
H -3.2544 2.3861 0.8601
H 4.3590 0.7961 -0.8183
H 4.2736 -0.8805 -0.1130
H -1.6724 3.8981 -0.5447
H -0.7214 3.7538 0.8872
H 1.9256 0.8484 -1.3595
H 2.0060 -0.9658 -1.6199
H 0.0143 2.7420 -1.6107
H 0.6874 2.3278 -0.2123
H -1.2202 -3.2401 -1.7602
H -2.1904 -1.8522 -1.5929
H -3.0113 -3.1237 0.3417
H -1.3617 -3.3780 0.9702
H 0.2097 -1.7462 1.6825
H -0.5496 -0.1321 1.7664
H 0.0659 -1.1626 -1.9292
H -2.5363 0.1690 0.0680
H -2.4781 -1.4043 1.7740
*
```

Orbital gap (alpha / beta) ... 7.885 / 7.883 eV
E_tot ... -19170.9683 eV
HOMO level (alpha / beta) ... -10.460 / -10.459 eV
Relative energy (zero: lowest compared OMol25 entry of this formula, charge and spin) ... 20.6 kcal/mol

Here is what Mulliken gives for the atomic charges, in e: -0.72, -0.21, -0.40, -0.61, -0.65, -0.61, -0.51, -0.65, -0.56, -1.72, 1.02, 0.16, -0.25, 0.10, -0.31, -0.28, 0.40, 0.47, 0.43, 0.40, 0.30, 0.30, 0.34, 0.27, 0.29, 0.31, 0.24, 0.40, 0.33, 0.36, 0.36, 0.52, 0.58, 0.34, 0.35, 0.22